The following is a DFT calculation (ωB97M-V with the def2-TZVPD basis set) of a 2-piece molecular cluster, C5H11N overall.

Output
Electronic energy (eV): -6849.6629
HOMO energy (eV): -7.06
Net charge: 0
LUMO energy (eV): 0.980

Last column: natural (NBO) charge in e.
Geometry (Å):
C 1.99613 0.02076 -0.25491  -0.318
C -0.23633 -0.39719 0.89580  0.005
H -0.04868 1.67912 -1.73448  0.212
H 0.63692 0.85988 2.52413  0.188
H -1.90790 -1.73217 0.95078  0.227
H -0.38550 -2.50500 0.43719  0.201
C -1.12611 1.52046 -1.63471  -0.864
H 1.84223 -0.28620 -1.28258  0.195
H -1.34969 1.27277 -0.59410  0.226
H 2.93255 0.44103 0.08543  0.195
H -1.25985 -1.41709 -0.66037  0.227
H 1.28208 -0.86525 2.52385  0.169
H -1.43094 0.69183 -2.28068  0.205
C -0.98361 -1.57905 0.38807  -0.654
N 0.99206 -0.03743 0.56985  -0.202
H -1.66080 2.42622 -1.92879  0.212
C 0.70745 -0.09268 1.99551  -0.224

The following is a DFT calculation (ωB97M-V with the def2-TZVPD basis set) of C45H38AsF5InN3O7P2S2 as an isolated structure in a non-equilibrium geometry.

Output
Electronic energy (eV): -185930.2653
HOMO energy (eV): -8.53
Net charge: 0
LUMO energy (eV): -0.057

Last column: Löwdin charge in e.
Geometry (Å):
H 1.56474 -5.37097 3.78629  0.114
C 4.61442 -4.55010 2.56143  -0.032
C 0.94479 4.39088 -2.56363  -0.045
C 1.17471 1.63504 2.13828  -0.412
H 2.76192 -4.39233 -0.68611  0.043
H -4.95458 1.46440 1.30019  0.109
C 1.83816 -3.82758 -0.67569  -0.238
C -1.57255 2.64649 2.70689  -0.105
C 1.89736 -3.81477 2.56838  -0.124
F -0.76955 -2.19543 2.68929  0.067
C -2.74740 3.12835 3.21044  -0.072
H -0.73226 3.09962 3.14100  0.099
H -2.72858 3.95091 3.92896  0.113
C 3.53284 -0.01150 -0.43007  -0.100
C -3.95738 2.70046 2.68343  -0.065
C -3.31493 -2.19577 -5.81789  -0.062
H -0.39563 4.22403 0.54619  0.097
H -4.52950 5.60057 -0.39689  0.116
H 5.92891 -1.76851 -2.90613  0.092
C 4.31366 -3.21127 1.91928  -0.199
P 2.05926 -2.24996 0.23068  1.011
H 4.65450 1.72512 -0.87212  0.107
H 2.32109 3.14018 1.06366  0.123
H -5.82112 4.51871 -0.15393  0.097
H 3.01779 0.47610 0.36246  0.073
C 5.40894 0.04206 -1.93510  -0.077
O -1.64752 0.36866 -1.42573  -0.529
H -4.12095 -0.42519 -4.99150  0.125
H -0.21689 -3.51436 -5.27643  0.116
C 2.74365 -2.84339 1.85172  -0.468
C -3.23475 -1.10740 -5.01455  -0.090
C 1.10434 0.88125 3.30499  -0.129
C -2.63800 -2.25814 1.23139  -0.496
H 3.86098 -6.15877 3.69783  0.101
O -4.83077 2.66812 -1.50417  0.010
F -5.96275 -0.92234 1.65845  0.157
C 0.40263 4.77460 -1.34065  -0.099
C -4.16236 -0.93941 3.15432  -0.123
H -4.17069 -2.38503 -6.41982  0.098
C 5.28084 -1.32271 -2.20112  -0.056
H -2.80227 0.68813 0.26693  0.072
O -1.57097 2.16654 -3.41081  -0.428
H -4.23609 1.40419 -2.34262  -0.014
C 3.67689 -5.22130 3.22176  -0.089
H 0.83194 -3.62228 2.51363  0.100
N -3.01477 3.94628 -1.52591  0.213
S 0.52660 -1.41230 -3.63469  0.508
C -3.93907 -1.86460 0.95601  -0.251
O 0.73587 -0.00784 -3.92999  -0.286
P 0.00302 1.28307 0.83621  1.108
H 0.32497 0.08478 3.43732  0.118
C -4.71884 -1.21200 1.91738  -0.197
F -2.23490 -0.82462 4.53016  0.127
C -2.20719 -3.08287 -5.92288  -0.057
F -4.88828 -0.39640 4.15271  0.111
C 2.31206 -4.83577 3.23202  -0.097
C 0.34613 2.53390 -0.46651  -0.341
H -2.26691 -3.96616 -6.60308  0.121
H -4.91818 3.07891 3.11364  0.126
C -2.04924 -1.94423 2.47553  -0.263
C 0.10408 3.88068 -0.32273  -0.125
O 1.44693 -2.37353 -4.21825  -0.299
C -1.58973 1.77969 1.64649  -0.296
C 3.41759 -1.39369 -0.60690  -0.354
C 2.85885 2.15355 4.32505  -0.075
As -2.16585 0.69810 -3.01218  0.977
C -1.04564 -1.78028 -4.27738  -0.275
H 4.84632 -3.05605 0.99414  0.115
H 1.16008 1.02627 -1.81237  0.072
H 1.11663 -4.44785 -0.12636  0.040
O -3.92666 0.74333 -3.00856  -0.257
C 1.25018 3.00741 -2.72840  -0.058
C 0.96268 2.12025 -1.69775  -0.107
H 0.12480 5.79385 -1.14696  0.097
C -4.00455 1.73632 1.69459  -0.086
C -4.27065 3.71116 -1.16551  -0.671
C 4.55343 0.66998 -1.06535  -0.078
C -2.80244 -1.28297 3.42912  -0.144
H 1.75974 0.46512 5.21873  0.096
H 4.06985 -3.09330 -1.79543  0.099
S -1.70474 -3.04856 -0.10449  0.695
H 6.25980 0.52646 -2.42877  0.113
F -4.58604 -2.20060 -0.16329  0.103
H -2.54092 3.26878 -2.12947  0.065
H 5.63247 -4.97524 2.55740  0.109
H 1.54193 2.59477 -3.71518  0.122
C 2.16719 2.58388 2.03605  -0.085
H 3.50131 2.38990 5.18269  0.106
C 4.27780 -2.05556 -1.54202  -0.053
C -2.81995 1.31133 1.13938  -0.076
C -2.08139 -0.86486 -4.26698  -0.192
N -4.86986 4.63567 -0.40049  0.171
H 1.46377 -3.70702 -1.72093  0.058
C 3.05192 2.84573 3.12542  -0.060
C 3.05594 -1.66902 2.94407  0.080
H 1.07932 5.07994 -3.40541  0.111
H -2.44315 4.66318 -1.19848  0.069
In -0.37412 -0.97054 -0.51317  0.406
C -1.09047 -2.86791 -5.17217  -0.061
H 3.86028 3.57491 2.99955  0.105
C 1.90427 1.13033 4.40803  -0.084
H 5.13588 -1.63296 3.41751  0.169
N 4.32283 -2.04481 2.85097  0.015
O 0.56218 -1.69182 -2.16507  -0.483

The following is a DFT calculation (ωB97M-V with the def2-TZVPD basis set) of an isolated molecule of C6H11PS in a non-equilibrium geometry.

Output
Electronic energy (eV): -26521.6440
HOMO energy (eV): -8.42
Net charge: 0
LUMO energy (eV): 0.868

Last column: natural (NBO) charge in e.
Geometry (Å):
C 1.01899 -1.19333 -0.05278  -0.400
H -3.28134 1.68623 0.01534  0.143
H 4.33241 1.73060 0.19029  0.229
C 3.21704 1.70390 0.12023  -0.481
C 1.77762 -0.14447 -0.85262  -0.308
S -1.91897 1.92495 0.12666  -0.349
H 0.30842 0.42448 1.25839  0.244
H -2.37668 -1.84580 0.11262  0.225
H -0.75343 -0.98220 1.41702  0.225
H 1.43192 -0.13258 -1.94758  0.246
H -3.20293 -0.35513 0.75821  0.231
C -2.80430 -0.90506 -0.10922  -0.928
H 2.59650 2.56297 0.27658  0.227
H 1.51219 -1.60498 0.71122  0.208
H -3.53137 -1.09842 -0.87759  0.233
H 0.61512 -2.12560 -0.75620  0.198
C 2.56593 0.71101 -0.31707  0.080
P -1.33403 0.05376 -0.71829  0.708
C -0.17308 -0.41034 0.64480  -0.730

The following is a DFT calculation (ωB97M-V with the def2-TZVPD basis set) of C4H2O2Rb as an isolated structure in a non-equilibrium geometry.

Output
Electronic energy (eV): -8920.2759
HOMO energy (eV): -11.75
Net charge: +1
LUMO energy (eV): -4.012

Last column: natural (NBO) charge in e.
Geometry (Å):
C 0.41819 -1.75012 0.82289  0.381
O -0.58425 -1.25986 0.31914  -0.625
H 2.81284 -1.26999 2.66757  0.281
C 1.75450 -1.63958 0.73417  -0.087
Rb -3.29756 0.52750 -1.76061  0.999
O 4.72871 -0.18798 0.39444  -0.359
C 2.76364 -1.18779 1.57754  -0.617
C 3.81412 -0.59464 0.94248  0.834
H 0.97973 -2.92519 0.55917  0.192

In the order shown, the computed ΔE to the lowest compared entry with this formula, charge and spin values come out to 89.1; 29.0; 54.6; 33.1 kcal/mol.
In the order shown, the computed molar mass values come out to 85.15; 1143.62; 146.20; 167.53 g mol⁻¹.